[1]
Below is a single C27H38N4O2 molecule, with properties calculated with ωB97M-V with the def2-TZVPD basis set.

## Properties
orbital gap	8.3	eV
net charge	0
LUMO level	0.653	eV
highest occupied orbital energy	-7.664	eV
SMILES string	CCc1ccc(NC(=O)N(CCN2CCOCC2)Cc2ccc3c(c2)CCCN3CC)cc1

Positions of all 71 atoms, in Å:
O  6.02028  -0.45836  0.92774
O  2.19558  -0.48120  -1.47539
N  1.55627  1.50206  -0.59539
N  4.65752  1.80301  -0.06853
N  0.57921  -0.45371  0.14480
N  -4.85579  1.56910  -0.37158
C  0.77007  2.28636  0.33738
C  -2.93776  1.81154  1.08452
C  1.04971  -2.82532  -0.26331
C  -5.24053  2.01182  1.98831
C  4.20641  1.13870  1.13968
C  5.21448  0.81725  -0.98059
C  2.51605  2.19716  -1.42498
C  -0.72016  2.12114  0.14546
C  -1.27783  2.07054  -1.12482
C  -5.65459  1.19275  0.77385
C  -1.00883  -2.12717  0.75471
C  -2.63153  1.87684  -1.29633
C  3.74153  2.74739  -0.66147
C  -0.58454  -4.47373  0.41274
C  6.40239  0.15030  -0.28464
C  -3.79288  1.68159  2.31636
C  -3.49994  1.73321  -0.20486
C  -1.57546  1.99858  1.23356
C  -5.42650  1.27732  -1.66577
C  1.48709  0.13661  -0.70149
C  -1.75806  -6.31310  -0.79382
C  0.22262  -1.80223  0.18828
C  -5.18974  -0.16412  -2.12301
C  -1.03246  -5.90585  0.49016
C  5.42537  0.48006  1.79050
C  -1.40322  -3.44563  0.86228
C  0.63941  -4.13998  -0.15213
H  -1.09919  -6.19771  -1.65137
H  -3.00892  1.83356  -2.30402
H  -4.12496  -0.38126  -2.16058
H  -1.16859  2.04449  2.23596
H  6.15626  1.26077  2.05386
H  1.03733  3.33471  0.17339
H  1.29155  -4.92552  -0.50643
H  -5.54748  0.12106  1.00200
H  7.17687  0.90847  -0.08783
H  -0.16706  -6.55599  0.63435
H  -3.41524  2.34317  3.09872
H  -2.63243  -5.68467  -0.94908
H  -5.65898  -0.86275  -1.43438
H  3.78206  1.87915  1.82198
H  -1.70428  -6.03912  1.34099
H  1.03925  2.03715  1.37370
H  4.31742  3.34485  -1.37706
H  5.13761  -0.06938  2.68891
H  2.01762  3.03888  -1.91964
H  -5.02312  1.97628  -2.40220
H  2.84739  1.48960  -2.18676
H  -0.64107  2.16186  -1.99219
H  -3.72868  0.65668  2.69813
H  -5.33307  3.07316  1.75102
H  2.00049  -2.58351  -0.70690
H  -5.89302  1.78657  2.83264
H  -1.65600  -1.33464  1.10828
H  -2.08032  -7.35073  -0.73912
H  -5.61347  -0.31680  -3.11203
H  6.81902  -0.64438  -0.90556
H  -6.50234  1.46492  -1.60010
H  3.45803  0.35694  0.93824
H  3.40527  3.41482  0.13798
H  -0.09474  0.15823  0.58340
H  -6.70428  1.38225  0.53239
H  5.55918  1.32437  -1.88419
H  4.47795  0.04617  -1.25387
H  -2.36153  -3.68043  1.30479

---

[2]
Below is a molecular structure, C27H38N4O4P2Ti, with properties calculated with ωB97M-V with the def2-TZVPD basis set.

## Properties
orbital gap (spin up / spin down)	7.0 / 8.8	eV
net charge	0
LUMO level (spin up / spin down)	0.319 / 0.143	eV
highest occupied orbital energy (spin up / spin down)	-6.644 / -8.627	eV
spin multiplicity	3

Positions of all 76 atoms, in Å:
Ti  -0.17703  -0.33432  0.10186
P  -0.17919  1.23170  -1.99291
P  0.80947  -2.08663  1.75369
O  0.53802  1.12536  1.44870
O  -1.81871  -1.47034  -0.56564
O  -3.87212  -2.26465  -0.08242
O  0.22815  2.15922  3.42825
N  2.98348  -2.79784  3.31008
N  0.78085  -2.98710  4.36711
N  -1.73502  -0.00887  1.51832
N  1.46197  -4.61224  2.66231
C  -1.75879  -0.32388  -3.69086
C  2.54554  1.10023  -1.80197
C  2.84522  -4.18561  2.87111
C  1.36194  -1.00112  -2.42125
C  1.42083  0.51728  -2.66969
C  0.46371  5.73898  -1.22960
C  -0.09320  4.90934  -0.27069
C  0.85460  -3.92347  1.52307
C  -1.58368  1.12291  -3.21984
C  0.08768  -2.07466  3.45997
C  2.57816  -1.86338  2.26030
C  -1.51191  0.80313  2.54576
C  0.10388  3.01979  -1.77072
C  -0.26647  3.55866  -0.54024
C  -1.47050  2.05386  -4.42629
C  0.66027  3.87020  -2.72918
C  2.18523  -2.61271  4.52071
C  0.84213  5.21619  -2.46023
C  0.71185  -4.36709  3.89309
C  -2.89549  -1.57446  0.14041
C  1.74911  0.74037  -4.14567
C  -2.86767  -0.68948  1.38426
C  -3.65568  0.25604  3.42300
C  -2.46273  0.96230  3.53814
C  -2.82220  1.51832  -2.40132
C  -3.86869  -0.58388  2.33498
C  -0.12812  1.44843  2.50619
H  3.28172  -4.82706  3.63965
H  2.72898  2.14900  -2.03405
H  -2.25337  1.62001  4.36990
H  1.82910  1.79692  -4.39492
H  -2.34189  1.89754  -5.06803
H  2.31931  1.04798  -0.73075
H  1.12604  -5.01037  4.67269
H  3.40611  -4.32534  1.94463
H  0.60893  6.79092  -1.02039
H  1.27814  5.86010  -3.21321
H  2.29654  -1.45164  -2.76716
H  -0.37989  5.30327  0.69535
H  -0.97071  -2.34489  3.40197
H  2.71671  0.28086  -4.36885
H  -4.77863  -1.15305  2.20814
H  -2.69407  -0.39310  -4.25246
H  -3.70172  1.49363  -3.04953
H  -0.67263  2.90748  0.22155
H  0.14137  -1.05806  3.85793
H  -0.33307  -4.64033  3.73497
H  0.53704  -1.48726  -2.93893
H  3.46766  0.54185  -1.98485
H  -0.58179  1.85670  -5.02669
H  3.22177  -1.99685  1.38606
H  2.71162  -0.83541  2.60723
H  1.41370  -4.15651  0.61308
H  -0.16452  -4.28895  1.37477
H  -1.82473  -1.01739  -2.85090
H  -2.73272  2.52870  -1.99544
H  -2.98693  0.82110  -1.57832
H  1.00983  0.28621  -4.80519
H  -4.41861  0.35711  4.18401
H  2.61471  -3.23813  5.30644
H  -0.95660  -0.63638  -4.36178
H  2.24478  -1.56860  4.83203
H  -1.46351  3.10193  -4.12925
H  1.30574  -1.29182  -1.35428
H  0.95068  3.48924  -3.69824

---

Q: Which ΔE to the lowest compared entry with this formula, charge and spin values were calculated for the entries above? A: 6.41; 0.00, in kJ/mol.